(1)
{"formula": "C7H11NS", "method": "wB97M-V/def2-TZVPD", "total_charge": 0, "gap_ev": [7.12, 7.12], "total_energy_ha": -726.0998, "lumo_ha": [-0.001, -0.001], "species": ["C", "C", "C", "C", "C", "C", "C", "N", "S", "H", "H", "H", "H", "H", "H", "H", "H", "H", "H", "H"], "positions_angstrom": [[-2.259180, -0.047618, -0.859182], [-1.791364, 1.176322, -0.670186], [-1.908112, -1.102730, 0.070022], [-0.654937, 1.396410, 0.282579], [-0.351512, 0.203761, 1.128077], [1.042669, -1.153571, -1.165888], [1.592397, -0.535276, 0.149094], [-1.120947, -0.912217, 1.127601], [2.397279, 1.084586, 0.000542], [-3.179635, -0.124073, -1.389876], [-1.814821, 1.932323, -1.451877], [-2.405521, -2.013416, -0.052140], [0.199517, 1.839819, -0.318329], [-0.978428, 2.325566, 0.920511], [0.105240, 0.400576, 2.052634], [1.561115, -0.517670, -1.843249], [-0.087340, -1.120795, -1.079049], [1.294979, -2.237704, -1.534073], [1.735190, -0.982013, 1.086871], [2.616863, 1.428530, 1.275136]], "forces_ev_per_a": [[-1.1, 0.3, 1.1], [2.6, 0.2, -0.8], [1.4, 1.7, 1.6], [-1.2, 2.5, 0.3], [1.2, 0.0, -1.7], [0.6, -1.2, 1.6], [-2.4, 1.6, -0.1], [-0.9, -1.2, -2.1], [0.2, -1.3, -0.8], [-0.2, -0.6, -1.1], [-1.1, 0.3, 0.4], [-0.6, -1.5, 0.2], [-0.4, -0.7, 0.8], [0.7, -1.4, -0.7], [0.6, 0.2, 1.2], [-0.6, 0.6, -1.5], [1.1, 0.1, -0.7], [-0.1, 1.8, 1.4], [0.6, -1.1, 0.7], [-0.2, -0.4, 0.2]], "mulliken_charge": [-0.312, -0.421, -0.454, 0.115, -0.701, -0.698, -0.318, -0.470, -0.247, 0.404, 0.361, 0.376, 0.142, 0.289, 0.574, 0.314, 0.088, 0.289, 0.514, 0.155]}

(2)
{"formula": "C7H11P", "method": "wB97M-V/def2-TZVPD", "total_charge": 0, "gap_ev": 7.44, "total_energy_ha": -614.5525, "lumo_ha": 0.030, "species": ["C", "P", "C", "C", "C", "C", "C", "C", "H", "H", "H", "H", "H", "H", "H", "H", "H", "H", "H"], "positions_angstrom": [[-1.952395, 0.228701, -1.388072], [-0.656639, -0.078627, -0.042174], [-1.458922, -0.338280, 1.584420], [0.781637, -1.611931, -0.142301], [2.029766, -1.083638, -0.157068], [2.427312, 0.228277, 0.126554], [1.606202, 1.339009, 0.046835], [0.254644, 1.363894, -0.164709], [-1.591600, -0.194821, -2.321280], [-2.949799, -0.298772, -1.288675], [-2.206258, 1.270938, -1.341374], [-1.665801, 0.521700, 2.123429], [-2.373540, -0.891678, 1.577795], [-0.802058, -1.070893, 1.982846], [0.542099, -2.552613, -0.416241], [2.657864, -1.933355, -0.093148], [3.454934, 0.453086, 0.304984], [1.976344, 2.333861, 0.067767], [-0.073795, 2.315140, -0.459590]], "forces_ev_per_a": [[-1.2, -2.3, 1.1], [0.6, -1.7, -1.3], [-0.1, -1.6, -1.8], [-2.4, 6.1, 0.4], [-1.2, -0.1, 1.5], [0.6, 0.6, -0.2], [0.0, -1.0, -0.1], [0.4, -1.2, 0.4], [0.4, 0.8, -0.2], [1.1, 0.3, 0.5], [0.4, 0.6, -0.5], [0.3, 1.7, 1.2], [-0.9, -0.3, -0.7], [1.0, 0.0, 1.2], [-1.0, -2.8, -0.9], [1.7, -0.3, -0.4], [0.6, -0.2, 0.0], [1.1, 0.6, 0.1], [-1.4, 0.9, -0.3]], "mulliken_charge": [-1.168, 0.752, -1.302, -0.891, -0.158, -0.611, -0.065, -0.683, 0.345, 0.359, 0.373, 0.407, 0.407, 0.416, 0.510, 0.309, 0.333, 0.312, 0.356]}

(3)
{"formula": "C7H12", "method": "wB97M-V/def2-TZVPD", "total_charge": 0, "gap_ev": 7.29, "total_energy_ha": -273.7255, "lumo_ha": -0.006, "species": ["C", "C", "C", "C", "C", "C", "C", "H", "H", "H", "H", "H", "H", "H", "H", "H", "H", "H", "H"], "positions_angstrom": [[-2.790723, -0.467791, -0.236539], [-1.555999, -0.101251, 0.699014], [-0.149702, 0.009090, 0.012431], [0.695282, 1.047433, 0.390098], [1.755716, 1.590655, -0.533839], [1.860897, -1.567342, -0.471877], [0.914706, -0.901550, 0.366746], [-2.645292, -1.429432, -0.743233], [-3.801142, -0.416590, 0.342925], [-2.809361, 0.346506, -0.946991], [-1.699144, 0.923055, 1.014643], [-1.643868, -0.865006, 1.559011], [0.587995, 1.746951, 1.322856], [2.108048, 0.762174, -1.219555], [1.442516, 2.431322, -1.244674], [2.638560, 1.975022, -0.115372], [2.714618, -2.108917, -0.084803], [1.678011, -1.632803, -1.542183], [0.698888, -1.341521, 1.431336]], "forces_ev_per_a": [[0.1, 0.8, 1.2], [-0.2, -1.3, -0.1], [-1.2, 0.9, 2.2], [-0.6, 3.2, -0.2], [0.1, -1.2, -2.4], [-2.4, 1.3, 1.8], [2.0, -5.8, -1.1], [-0.2, 0.3, 0.2], [1.9, -0.3, -0.9], [-0.3, -0.1, -0.6], [-0.5, 0.1, 0.7], [0.8, 1.3, -1.0], [-0.7, -1.1, -1.7], [-0.5, 0.9, 0.6], [-0.4, -1.1, 1.2], [1.1, 0.4, 1.3], [-0.2, 0.0, 0.2], [0.3, 0.7, 0.1], [1.1, 1.1, -1.6]], "mulliken_charge": [-1.117, -0.555, 0.546, 0.029, -1.081, -1.022, -0.315, 0.321, 0.305, 0.311, 0.262, 0.350, 0.290, 0.240, 0.271, 0.396, 0.258, 0.323, 0.188]}

(4)
{"formula": "C7H12", "method": "wB97M-V/def2-TZVPD", "total_charge": 0, "gap_ev": 10.32, "total_energy_ha": -273.8631, "lumo_ha": 0.041, "species": ["C", "C", "C", "C", "C", "C", "C", "H", "H", "H", "H", "H", "H", "H", "H", "H", "H", "H", "H"], "positions_angstrom": [[-1.263059, -2.073606, -0.644241], [-0.271269, -1.244816, -0.965948], [0.917815, -1.781952, -1.716686], [-0.454680, 0.258597, -0.823044], [-0.150187, 0.689268, 0.580452], [0.418063, 1.818746, 0.983508], [0.553787, 2.198072, 2.436042], [-1.065013, -3.141609, -0.645814], [-2.172909, -1.786327, -0.126053], [1.891066, -1.788816, -1.207952], [0.759877, -2.819925, -2.002140], [1.082754, -1.118029, -2.562855], [-1.449629, 0.506202, -1.200063], [0.203036, 0.736667, -1.533580], [-0.542683, -0.006146, 1.319318], [0.798127, 2.512305, 0.238186], [-0.324463, 2.779527, 2.691594], [1.431768, 2.835675, 2.543512], [0.637395, 1.384172, 3.151880]], "forces_ev_per_a": [[0.5, -0.4, 1.0], [-0.8, -0.2, -0.6], [0.6, 0.2, 0.4], [0.6, -0.6, -0.4], [-0.7, 0.2, 0.1], [0.1, -0.8, 0.1], [0.3, 0.5, -0.6], [-0.2, 0.0, -0.4], [0.0, 0.3, -0.2], [-0.3, 0.3, 0.4], [-0.1, 0.1, -0.3], [0.0, -0.3, -0.5], [-0.2, 0.1, 0.6], [0.4, 0.4, -0.1], [0.1, 0.1, 0.2], [0.0, 0.1, 0.1], [-0.1, 0.3, 0.3], [-0.1, 0.1, 0.2], [-0.1, -0.3, -0.3]], "mulliken_charge": [-1.023, 0.795, -1.206, -0.823, -0.232, -0.139, -1.148, 0.283, 0.304, 0.270, 0.360, 0.294, 0.387, 0.332, 0.273, 0.348, 0.266, 0.326, 0.333]}

(5)
{"formula": "C7H12", "method": "wB97M-V/def2-TZVPD", "total_charge": 0, "gap_ev": 10.21, "total_energy_ha": -273.8002, "lumo_ha": 0.040, "species": ["C", "C", "C", "C", "C", "C", "C", "H", "H", "H", "H", "H", "H", "H", "H", "H", "H", "H", "H"], "positions_angstrom": [[1.582763, 0.005559, 2.887468], [1.541910, 0.221197, 1.576739], [0.217291, -0.394374, 0.629854], [-0.135495, 0.504108, -0.205632], [0.285489, 1.823944, -0.711215], [-1.444785, -0.265499, -1.156595], [-1.238530, -1.696052, -1.605945], [0.795993, -0.565922, 3.368539], [2.438986, 0.270383, 3.498244], [2.337716, 0.795880, 1.111470], [-0.124913, -1.339319, 1.001699], [0.939814, 1.719011, -1.578026], [-0.556009, 2.439979, -1.026162], [0.814695, 2.427361, 0.026091], [-1.522529, 0.388964, -2.028689], [-2.387100, -0.136502, -0.619456], [-0.245071, -1.820065, -2.040144], [-1.978965, -1.985413, -2.356482], [-1.321261, -2.393240, -0.771759]], "forces_ev_per_a": [[0.1, -0.4, -0.4], [-2.4, -1.8, -0.6], [6.0, 2.4, 4.9], [-5.2, -2.5, -4.6], [0.4, 0.5, 0.4], [1.4, 2.5, 0.6], [0.4, 0.0, 0.3], [0.0, 0.0, 0.1], [-0.1, 0.3, 0.0], [-0.2, -0.2, -0.3], [-0.4, -0.2, -0.5], [0.0, -0.1, -0.1], [-0.2, -0.2, 0.0], [0.1, -0.2, 0.1], [0.0, -0.1, -0.1], [0.2, 0.0, 0.2], [0.0, -0.1, 0.0], [0.0, 0.1, 0.1], [0.0, -0.1, 0.0]], "mulliken_charge": [-0.679, -0.294, -0.407, 0.609, -1.406, -0.613, -1.078, 0.245, 0.264, 0.310, 0.350, 0.273, 0.378, 0.423, 0.339, 0.336, 0.311, 0.363, 0.277]}

Energy above the lowest of the compared OMol25 structures with the same formula, charge and spin
In order: 102.1; 32.6; 114.8; 28.5; 68.0
Unit: kcal/mol